This record from the Open Molecules 2025 dataset describes the ion C6H11N2OS with charge +1. The level of theory is ωB97M-V/def2-TZVPD.

Element x y z (Å)
C 2.72253 0.26094 -0.46758
C 0.65618 1.09698 0.15016
C 2.42465 -1.03216 0.31489
C -0.14361 -0.20321 -0.08044
C -1.93373 -1.68255 -0.41968
C -2.34172 0.78809 0.12579
N 1.90210 1.17833 -0.56606
N -1.45723 -0.31609 -0.13123
O 0.09105 2.37531 -0.12553
S 0.77712 -1.66985 0.00071
H 3.69703 0.49517 -1.02024
H 1.02868 1.17397 1.28013
H 3.18844 -1.86830 0.18882
H 2.58434 -0.92250 1.32044
H -2.86678 -1.52452 -1.08045
H -1.24972 -2.21488 -0.92701
H -2.11983 -2.13842 0.47350
H -3.46637 0.69233 -0.19658
H -2.50339 0.83291 1.25144
H -1.74747 1.62637 -0.18609
H 0.75773 3.05208 0.09502

Total charge: +1
HOMO: -13.923 eV
Orbital gap: 9.595 eV
Energy above the lowest of the compared OMol25 structures with the same formula, charge and spin: 236.70 kJ/mol

***

This record from the Open Molecules 2025 dataset describes a structure of composition C34H36EuF2N6S2Si2. The level of theory is ωB97M-V/def2-TZVPD.

Element x y z (Å)
Eu -0.62409 0.67375 -2.03980
C -2.96541 0.78925 3.75179
C -2.27568 1.75311 2.85251
N -2.22804 3.07011 3.02983
N -1.49940 3.51906 1.95272
C -0.95554 2.54347 1.19127
S 0.22344 2.71557 0.05627
N -1.46277 1.40496 1.77016
N -1.19771 0.13480 1.24680
H -3.47506 1.41254 4.46503
H -2.32290 0.08101 4.29891
H -3.71656 0.16345 3.30502
H -1.15349 4.44969 1.92419
H -0.21919 -0.02228 1.25955
H -1.72805 -0.50554 1.76743
F -2.16560 5.82285 -4.57358
C -2.63822 4.80671 -3.80333
C -1.75804 3.75755 -3.62640
C -2.21317 2.58435 -2.96265
C -3.51043 2.65507 -2.35509
C -4.31708 3.77035 -2.50262
F -5.55430 3.89576 -1.96280
C -3.91666 4.87146 -3.23763
C -3.88754 1.55284 -1.41598
C -4.70176 1.85631 -0.33150
C -4.96948 0.82262 0.59538
C -4.45574 -0.44135 0.37246
C -3.69498 -0.60677 -0.74986
N -3.36090 0.36335 -1.58361
H -0.75463 3.93397 -4.08008
H -4.60439 5.75087 -3.33540
H -5.11828 2.81828 -0.18127
H -5.57736 1.11966 1.46019
H -4.64354 -1.23938 1.07396
H -3.30431 -1.62060 -0.93513
C 0.95815 0.37873 4.37420
C 1.06744 -1.05270 3.99402
C 2.31462 -1.72273 3.85814
C 2.37871 -3.06573 3.72882
C 1.20259 -3.80183 3.66659
C 1.23554 -5.20019 3.64940
C 0.05116 -5.86478 3.44271
C -1.20882 -5.18871 3.50014
C -1.26518 -3.79414 3.51424
S -2.78036 -3.00835 3.24729
C -0.03369 -3.09827 3.67910
N -0.05463 -1.75311 3.91956
H 1.56058 0.44252 5.29901
H -0.07892 0.59945 4.54488
H 1.44380 1.06572 3.63280
H 3.24331 -1.15935 3.81055
H 3.31165 -3.57507 3.51778
H 2.13896 -5.76375 3.66268
H 0.07562 -6.96191 3.36380
H -2.09265 -5.83043 3.34630
C 2.15040 1.99930 -5.21659
Si 2.14957 1.52632 -3.30503
C 3.49295 2.78784 -2.73576
C 3.22757 -0.09826 -3.24492
C 4.45968 -0.07183 -3.90582
C 5.40479 -1.11819 -3.95677
C 5.01284 -2.26614 -3.28069
C 3.77982 -2.39509 -2.61046
C 2.84838 -1.29054 -2.55646
Si 1.32305 -1.57294 -1.45763
C 1.64876 -3.33246 -0.80968
C 2.01570 -0.67327 0.13876
H 3.04313 1.72153 -5.74897
H 2.08448 3.09781 -5.26146
H 1.39116 1.59508 -5.85909
H 3.75616 2.54351 -1.71570
H 3.16716 3.82579 -2.83969
H 4.38640 2.72595 -3.31203
H 4.77464 0.85199 -4.41750
H 6.37817 -0.99787 -4.36514
H 5.63647 -3.19927 -3.22171
H 3.52606 -3.31311 -2.12648
H 2.37795 -3.36442 0.00759
H 1.87923 -4.08422 -1.54092
H 0.66729 -3.57422 -0.38502
H 3.14740 -0.95519 0.08123
H 1.60264 -1.10689 1.02601
H 1.94711 0.43655 0.17122

Total charge: -2
HOMO (spin up / spin down): -1.144 / -1.187 eV
Spin multiplicity: 8
Orbital gap (spin up / spin down): 5.294 / 5.337 eV
Energy above the lowest of the compared OMol25 structures with the same formula, charge and spin: 50.65 kJ/mol

***

This record from the Open Molecules 2025 dataset describes a structure of composition C35H36N4O3OsS2Si. The level of theory is ωB97M-V/def2-TZVPD.

Element x y z (Å)
Os 0.49443 1.21425 -1.74108
C -0.10197 1.67542 4.02723
C 1.25781 1.70497 3.35684
N 1.33237 0.76601 2.24799
C 0.96943 1.12932 0.97132
S 2.01367 0.34819 -0.22569
N -0.01064 1.96927 0.76586
N -0.31516 2.38267 -0.54455
C -1.43741 1.89269 -1.02829
C -2.46644 1.12418 -0.24189
C -1.68216 2.09576 -2.46973
C -2.86027 2.66023 -2.94022
C -2.98198 2.86161 -4.30841
C -1.93194 2.49191 -5.14834
C -0.79862 1.93674 -4.58694
N -0.65134 1.73006 -3.26510
H -0.11138 2.34602 4.89171
H -0.34545 0.66714 4.37470
H -0.89038 1.99255 3.35000
H 2.01314 1.42059 4.09657
H 1.50117 2.72157 3.02701
H 2.22067 0.30432 2.15218
H -2.02098 0.19398 0.19962
H -3.30294 0.82364 -0.87934
H -2.84871 1.75309 0.55327
H -3.64312 2.96314 -2.25704
H -3.87739 3.31517 -4.71825
H -1.99085 2.64211 -6.21858
H 0.04918 1.63708 -5.19316
C 3.56642 0.95858 -4.69112
S 2.37143 1.16808 -3.34730
O 1.91120 2.60105 -3.39279
C 3.60119 1.05881 -2.03045
C 4.08436 -0.19588 -1.64472
C 5.03915 -0.29620 -0.63467
C 5.50912 0.85213 -0.00604
C 5.02420 2.10371 -0.38413
C 4.07177 2.20620 -1.39250
H 4.35047 1.71468 -4.61593
H 3.04021 1.07699 -5.64037
H 4.00029 -0.04150 -4.64374
H 3.71964 -1.10093 -2.12157
H 5.41256 -1.27017 -0.33458
H 6.25054 0.77447 0.78320
H 5.38586 2.99992 0.10950
H 3.69559 3.18503 -1.67743
O -0.17534 0.03785 -2.87392
O -0.25250 -0.01198 -0.46864
Si -0.89303 -1.13846 0.57778
C 0.37565 -1.79512 1.84614
C 1.72162 -1.38015 1.78882
C 2.65677 -1.83525 2.71946
C 2.26706 -2.71266 3.72470
C 0.94547 -3.13554 3.80033
C 0.00755 -2.67987 2.87131
C -2.28367 -0.47699 1.76803
C -2.32714 0.86232 2.20881
C -3.32041 1.30344 3.08295
C -4.29500 0.42354 3.53574
C -4.27722 -0.89570 3.11775
C -3.28168 -1.34368 2.24584
C -1.64614 -2.60206 -0.34913
C -2.81409 -2.42249 -1.11331
C -3.39070 -3.48320 -1.80872
C -2.80758 -4.74355 -1.76459
C -1.64356 -4.94079 -1.03188
C -1.06464 -3.87995 -0.33521
H 2.05621 -0.67709 0.98320
H 3.68923 -1.50046 2.65867
H 2.99367 -3.06449 4.45074
H 0.64104 -3.81805 4.58785
H -1.01786 -3.02876 2.96902
H -1.58440 1.57537 1.87538
H -3.33056 2.33952 3.40963
H -5.06764 0.77007 4.21523
H -5.03944 -1.58413 3.46971
H -3.30534 -2.38869 1.94483
H -3.28844 -1.44546 -1.18280
H -4.29156 -3.32168 -2.39315
H -3.25291 -5.56875 -2.31148
H -1.17781 -5.92135 -1.00985
H -0.14241 -4.07441 0.20768

HOMO (spin up / spin down): -6.784 / -6.786 eV
Orbital gap (spin up / spin down): 6.081 / 6.084 eV

***

Number 1: E_tot -22254.143 eV. Number 2: E_tot -106971.794 eV. Number 3: E_tot -80982.842 eV.